Entry 1:
# C15H13MnN4O5

A structure of composition C15H13MnN4O5 at a distorted geometry (ωB97M-V with the def2-TZVPD basis set, the OMol25 dataset).

```
38
Properties=species:S:1:pos:R:3:forces:R:3
Mn 0.320425 -1.026374 -0.766996 -0.873 -0.079 -1.281
O -0.806688 1.957008 3.487498 -0.129 0.126 0.182
C -1.636689 0.909993 3.592582 0.063 -0.073 -0.123
C -2.561791 0.906037 4.635669 -0.029 0.083 0.093
C -3.439899 -0.145971 4.789724 0.045 0.028 -0.041
C -3.418728 -1.227498 3.910164 -0.046 -0.064 0.010
C -2.512995 -1.232710 2.873427 0.042 0.069 0.034
C -1.614069 -0.174255 2.697212 -0.087 -0.096 0.029
C -0.695941 -0.208075 1.565659 0.465 0.251 -0.376
O -0.723894 -1.222806 0.735161 -0.647 -0.389 0.689
N 0.150092 0.772023 1.364436 -0.332 0.049 0.386
N 0.863649 0.547749 0.210764 0.264 0.459 -0.281
C 1.568758 1.505921 -0.295576 -0.108 -0.183 0.307
C 2.396431 1.368022 -1.452281 0.120 -0.376 -0.529
C 3.132604 2.471093 -1.914594 -0.057 0.056 0.143
C 3.999067 2.359541 -2.973201 0.083 0.092 -0.083
C 4.179256 1.116493 -3.586196 -0.061 0.000 0.149
C 3.464175 0.016565 -3.168047 -0.151 -0.119 -0.052
C 2.521054 0.125628 -2.137490 0.047 0.597 0.243
O 1.784182 -0.913285 -1.815819 0.638 -0.501 -0.359
H -0.253205 1.841711 2.685395 0.047 -0.048 -0.003
H -2.574543 1.752287 5.309877 0.015 -0.008 -0.012
H -4.157800 -0.123327 5.599576 0.016 -0.007 0.013
H -4.109370 -2.049552 4.038835 0.002 0.007 -0.017
H -2.478541 -2.051287 2.168950 -0.016 -0.013 -0.003
H 1.544624 2.461629 0.220084 0.029 0.010 0.055
H 3.002634 3.425851 -1.417862 0.015 -0.013 0.013
H 4.540229 3.225036 -3.329539 0.017 -0.009 0.035
H 4.886217 1.016284 -4.399238 -0.012 -0.008 -0.020
H 3.579185 -0.949313 -3.642094 0.001 0.027 -0.027
N -0.578236 -2.804362 -1.781267 0.149 0.480 0.291
N -1.460661 -2.299328 -2.766099 0.001 0.085 -0.118
C -1.840388 -0.916631 -2.713128 -0.096 -0.101 -0.118
O -2.850202 -0.612232 -3.315148 0.156 -0.034 0.067
O -1.023167 -0.167887 -2.071241 0.342 -0.156 0.550
H 0.111001 -3.389807 -2.236030 0.123 -0.056 0.012
H -1.079976 -3.356862 -1.093119 0.001 -0.044 0.102
H -2.226800 -2.907308 -3.010046 -0.038 -0.040 0.040
```
Positions in Å, forces in eV/Å.

Output
energy = -2325.70513 Eh
net charge = 0
energy relative to the best compared isomer or geometry (same formula, charge and spin) = 0.1 kcal/mol
F_max = 1.55 eV/Å
multiplicity = 5
⟨S²⟩ = 6.04
M = 384.230 u

Entry 2:
# C11H20F3FeN2O7S2

A structure of composition C11H20F3FeN2O7S2 at a distorted geometry (ωB97M-V with the def2-TZVPD basis set, the OMol25 dataset).

```
46
Properties=species:S:1:pos:R:3:forces:R:3
Fe 0.241982 0.748914 0.492175 0.479 -0.420 0.784
S 0.115722 3.064904 1.001825 0.974 2.130 -0.010
O -0.785138 2.054194 1.509405 -7.232 -1.554 5.448
O 1.269462 2.278044 1.321285 7.335 0.170 2.952
O -0.011948 2.548484 -0.337135 -0.787 1.508 -8.183
O 0.056582 4.466244 1.261805 -0.436 -1.163 0.102
C 4.596902 0.004814 0.491575 -1.149 0.681 -0.373
F 5.694402 -0.020346 -0.263885 -0.768 0.047 0.564
F 4.774342 -0.754146 1.581295 -0.068 0.707 -0.577
F 4.306732 1.301234 0.850375 0.527 -2.025 -0.425
S 3.074702 -0.749906 -0.531475 -1.020 -2.225 -2.069
O 3.325242 -0.620716 -1.972695 0.371 0.559 2.500
O 2.840272 -2.135476 -0.101495 0.996 1.779 0.274
O 1.851752 0.044904 -0.130655 1.706 -0.019 -0.302
C -3.075108 1.520164 -0.517315 -0.006 -0.734 -0.322
C -2.536498 0.029494 -0.491275 -0.941 2.851 0.046
N -1.047568 -0.134826 -0.822435 -3.148 -1.134 -0.596
C -0.988828 -1.618746 -0.829685 1.549 -2.252 -0.723
C -1.605538 -2.413916 -2.016015 -0.005 1.124 -0.341
C -0.894668 0.404034 -2.196785 -0.059 0.641 -2.086
C 0.475002 0.280564 -2.862445 0.639 -0.598 0.990
H -2.577628 2.204984 0.169445 -0.153 -0.327 -0.059
H -4.150088 1.492534 -0.339125 -0.034 -0.223 0.627
H -3.088908 1.964624 -1.512485 0.572 -0.143 -0.118
H -2.812518 -0.408326 0.468015 0.671 0.081 0.105
H -3.181368 -0.483756 -1.204605 0.565 -0.256 -0.325
H 0.047172 -1.955786 -0.794755 0.369 0.383 -0.236
H -1.349008 -2.086276 0.086715 -0.476 0.731 0.137
H -1.214128 -2.068676 -2.972945 0.399 -0.152 0.065
H -1.354368 -3.471586 -1.936305 -0.159 0.106 0.255
H -2.676148 -2.259086 -2.149925 -0.120 -0.369 0.404
H -1.242528 1.434374 -2.270905 0.392 0.032 0.752
H -1.605528 -0.084666 -2.863075 -0.216 -0.384 0.247
H 1.224882 0.878044 -2.343975 -0.089 0.110 -0.207
H 0.541312 0.490954 -3.929885 -0.657 0.404 0.108
H 0.839522 -0.744416 -2.794435 0.027 -0.134 0.129
N -0.824568 0.044954 3.441775 3.136 -0.171 -0.057
C -0.968758 -0.935236 2.487705 0.548 0.192 0.511
C 0.321152 -1.296326 2.094385 -1.869 -2.457 -1.966
C 1.277602 -0.568146 2.699545 0.163 3.278 3.075
C 0.576272 0.318484 3.554415 -0.997 -1.340 -0.200
H -1.503038 0.449064 4.071435 -0.071 0.038 -0.564
H -1.899758 -1.389466 2.182225 0.014 0.209 0.364
H 0.622572 -2.174656 1.542955 -0.507 0.067 -0.531
H 2.348462 -0.674136 2.607735 -0.172 0.138 0.010
H 0.971612 1.024614 4.269605 -0.293 0.111 -0.179
```
Positions in Å, forces in eV/Å.

Output
energy = -3426.90440 Eh
net charge = 0
energy relative to the best compared isomer or geometry (same formula, charge and spin) = 72.8 kcal/mol
F_max = 9.19 eV/Å
multiplicity = 6
⟨S²⟩ = 8.76
M = 469.261 u